Record 1
This record from the Open Molecules 2025 dataset describes a molecular structure, C32H26BeF5IOPSSe. The level of theory is ωB97M-V/def2-TZVPD.

Cartesian coordinates (Å):
Be: 0.23231 0.73855 1.21689
I: 1.66991 1.55620 3.21247
C: 0.24959 2.98613 3.81892
C: -0.04401 2.92854 5.15013
C: -0.78493 3.96175 5.75685
C: -1.11333 5.05592 5.02163
C: -0.81094 5.13090 3.63910
C: -1.11267 6.32170 2.93519
C: -0.83675 6.44146 1.60774
C: -0.35985 5.31837 0.91349
C: -0.08154 4.12553 1.53784
P: 0.07148 2.73051 0.35956
C: -1.47330 2.80254 -0.58910
C: -1.51549 2.23711 -1.86321
C: -2.70670 2.19593 -2.56886
C: -3.87088 2.68874 -1.99427
C: -3.84008 3.22188 -0.71424
C: -2.64526 3.28585 -0.01361
C: 1.40501 3.24356 -0.76896
C: 1.19927 3.90854 -1.97343
C: 2.28121 4.28833 -2.75492
C: 3.57474 4.01547 -2.33912
C: 3.78877 3.36308 -1.13212
C: 2.71028 2.97716 -0.35559
C: -0.19580 4.03740 2.96440
H: 0.31728 2.10861 5.75343
H: -1.03270 3.89694 6.80575
H: -1.61158 5.89811 5.48035
H: -1.55348 7.14217 3.48518
H: -1.03448 7.36083 1.07674
H: -0.26775 5.38490 -0.16475
H: -0.61976 1.82178 -2.30746
H: -2.72944 1.76360 -3.55938
H: -4.80161 2.65167 -2.54208
H: -4.74787 3.59112 -0.25715
H: -2.63450 3.70003 0.98598
H: 0.19671 4.13744 -2.31061
H: 2.10881 4.80411 -3.68835
H: 4.41434 4.31680 -2.94948
H: 4.79485 3.16355 -0.79273
H: 2.88426 2.48552 0.59441
C: 4.41301 -0.46172 -0.03408
C: 3.28150 -1.25995 -0.65651
S: 1.95201 -1.51665 0.52017
O: 1.15348 -0.21424 0.39732
C: 0.95458 -2.72188 -0.35864
C: 1.52212 -4.12047 -0.16649
H: 5.14919 -0.21644 -0.79734
H: 4.90960 -1.02572 0.75244
H: 4.04773 0.47355 0.38492
H: 3.60367 -2.24943 -0.98123
H: 2.80983 -0.74141 -1.49409
H: 0.90806 -2.41607 -1.40496
H: -0.03657 -2.60967 0.08135
H: 2.54391 -4.20483 -0.53604
H: 0.91443 -4.83112 -0.72361
H: 1.50959 -4.41075 0.88142
F: -5.95813 -0.53312 -1.68464
C: -4.97472 -0.38836 -0.79722
C: -5.24702 0.05604 0.48743
F: -6.50256 0.32970 0.83966
C: -4.20986 0.23542 1.38880
F: -4.51798 0.67628 2.60993
C: -2.88605 -0.01416 1.05124
Se: -1.51884 0.20160 2.36359
C: -2.65157 -0.45830 -0.23835
F: -1.38608 -0.71174 -0.64480
C: -3.66405 -0.64892 -1.16110
F: -3.37971 -1.04957 -2.40377

Properties
E (eV): -143209.7658
Kohn-Sham gap (eV): 7.6
Lowest unoccupied orbital energy (Ha): -0.09828
Net charge: +1

---

Record 2
This record from the Open Molecules 2025 dataset describes a molecular structure, C32H26ClF6N3O6PS2Ti. The level of theory is ωB97M-V/def2-TZVPD.

Cartesian coordinates (Å):
Ti: -0.71089 0.98552 0.21297
Cl: 0.48424 -2.71169 0.01001
C: 2.07450 -2.24828 -0.51848
C: 2.76294 -3.12393 -1.33795
C: 4.06116 -2.82097 -1.71846
C: 4.66187 -1.66094 -1.25940
C: 3.95728 -0.79014 -0.44105
C: 2.64012 -1.05243 -0.06835
P: 1.66116 0.06433 1.01256
C: 1.76378 -0.77588 2.62034
C: 2.98160 -1.24835 3.10603
C: 3.03699 -1.88149 4.33582
C: 1.87937 -2.04536 5.08757
C: 0.66567 -1.57543 4.61115
C: 0.61062 -0.94322 3.37724
C: 2.70205 1.54904 1.21798
C: 2.85680 2.11868 2.48009
C: 3.52468 3.32621 2.62756
C: 4.04591 3.97554 1.51936
C: 3.88029 3.42512 0.25572
C: 3.20138 2.22765 0.10495
H: 2.28759 -4.04089 -1.65655
H: 4.60538 -3.50290 -2.35677
H: 5.68322 -1.43314 -1.53081
H: 4.44444 0.10476 -0.07991
H: 3.88427 -1.12120 2.52007
H: 3.98256 -2.24853 4.71109
H: 1.92686 -2.54014 6.04825
H: -0.23354 -1.70010 5.19948
H: -0.33551 -0.57208 3.00113
H: 2.45421 1.62127 3.35343
H: 3.63515 3.75860 3.61250
H: 4.57250 4.91244 1.63727
H: 4.27407 3.93303 -0.61435
H: 3.06221 1.81936 -0.89056
F: -4.92961 1.37204 0.38345
C: -4.34300 2.31828 1.11743
F: -3.64245 1.72077 2.08973
F: -5.25960 3.09641 1.65876
S: -3.18608 3.28820 0.05737
O: -2.32010 2.26238 -0.53891
O: -3.98579 4.04370 -0.83376
N: -2.41932 4.18344 1.09881
S: -0.94262 3.89628 1.52917
O: -0.65027 2.47274 1.75198
O: -0.49377 4.79902 2.52208
C: 0.06508 4.24630 -0.01717
F: 1.17005 4.89164 0.27910
F: -0.63154 4.91345 -0.91498
F: 0.42206 3.05015 -0.58948
O: -1.55914 -2.62524 -5.69147
C: -0.62898 -1.56692 -5.67338
C: -0.57902 -0.97785 -4.29199
C: 0.39274 -0.04157 -3.95763
C: 0.39288 0.48808 -2.68559
N: -0.49830 0.14404 -1.75303
C: -1.43677 -0.76914 -2.06273
C: -1.49871 -1.34541 -3.32120
C: -2.35478 -1.15958 -0.96434
C: -3.43135 -2.00586 -1.17272
C: -4.21017 -2.41367 -0.09997
C: -5.35866 -3.37276 -0.30732
O: -5.82658 -3.39579 -1.63522
C: -3.88140 -1.93934 1.16314
C: -2.82844 -1.05805 1.28873
N: -2.07964 -0.65943 0.25726
H: -1.65639 -2.94884 -6.59166
H: -0.91332 -0.77231 -6.37374
H: 0.37586 -1.90790 -5.94883
H: 1.14292 0.26824 -4.67246
H: 1.13389 1.22258 -2.39085
H: -2.23576 -2.09242 -3.56783
H: -3.68102 -2.36658 -2.15847
H: -6.15775 -3.15193 0.40678
H: -5.00367 -4.38349 -0.09066
H: -6.42021 -2.65167 -1.77940
H: -4.45181 -2.22461 2.03669
H: -2.58441 -0.63185 2.25435

Properties
E (eV): -133259.8387
Kohn-Sham gap (alpha / beta) (eV): 6.7 / 8.1
Relative energy (zero: lowest compared OMol25 entry of this formula, charge and spin) (kcal per mole): 0.1
Lowest unoccupied orbital energy (alpha / beta) (Ha): -0.11758 / -0.12374
Net charge: +1
Multiplicity: 3